Below is an isolated molecule of C2H4N2O at a distorted geometry, with properties calculated with wB97M-V/def2-TZVPD.

Cartesian coordinates (Å):
C (-1.38, 1.11, -0.05)
C (1.26, -0.46, 0.04)
N (-1.96, 0.04, 0.25)
N (0.02, -0.25, -0.60)
O (-1.08, -0.94, 0.12)
H (-1.65, 2.11, -0.30)
H (2.03, 0.03, -0.56)
H (1.30, -0.11, 1.08)
H (1.45, -1.54, 0.04)

## Properties
HOMO energy (alpha / beta)	-9.0 / -9.0	eV
calculated total energy	-263.1204	hartree
frontier orbital gap (alpha / beta)	0.3272 / 0.3270	Ha
energy above the lowest of the compared OMol25 structures with the same formula, charge and spin	152.4	kcal/mol

Results of the Löwdin charge analysis, in e, for atoms 1 through 8: 0.10 -0.16 -0.05 -0.05 -0.16 0.06 0.08 0.08



Below is a cluster of 13 separate species, C32H75N6O7 in total at a distorted geometry, with properties calculated with wB97M-V/def2-TZVPD.

Cartesian coordinates (Å):
C (0.33, -2.39, -1.88)
C (0.96, -1.28, -1.09)
C (-0.18, -0.17, -0.66)
N (0.27, 0.99, 0.03)
C (1.08, 1.86, -0.92)
C (1.15, 0.72, 1.21)
C (0.96, 1.86, 2.14)
C (-0.56, 2.35, 1.90)
C (-0.88, 1.76, 0.61)
H (-0.20, -3.21, -1.21)
H (1.07, -2.97, -2.47)
H (-0.41, -1.99, -2.43)
H (1.58, -0.90, -1.84)
H (1.65, -1.52, -0.16)
H (-0.86, -0.81, -0.03)
H (-0.85, 0.00, -1.47)
H (2.20, 1.55, -1.32)
H (1.26, 2.94, -0.55)
H (0.57, 1.89, -1.88)
H (2.26, 0.32, 1.04)
H (0.81, -0.14, 1.57)
H (1.56, 2.73, 1.99)
H (0.83, 1.70, 3.21)
H (-0.91, 3.44, 1.70)
H (-1.48, 1.94, 2.44)
H (-1.27, 2.56, 0.08)
H (-1.89, 1.17, 0.55)
C (-4.04, -1.75, 3.54)
C (-3.84, -0.27, 3.16)
N (-3.73, 0.82, 2.78)
H (-3.08, -2.12, 3.61)
H (-4.74, -1.86, 4.22)
H (-4.32, -2.37, 2.54)
C (-2.40, 0.86, -4.40)
C (-1.85, 2.11, -3.72)
N (-1.40, 3.09, -3.29)
H (-3.39, 1.12, -4.60)
H (-1.83, 0.68, -5.30)
H (-2.41, 0.03, -3.63)
C (-4.86, 1.19, -0.61)
C (-4.03, -0.09, -0.50)
N (-3.43, -1.07, -0.37)
H (-5.94, 1.09, -0.44)
H (-4.57, 2.06, 0.13)
H (-4.73, 1.70, -1.66)
C (5.85, 0.85, -1.18)
C (5.08, -0.08, -0.31)
N (4.45, -0.79, 0.39)
H (6.81, 0.58, -1.35)
H (5.44, 0.89, -2.17)
H (5.64, 1.84, -0.64)
C (2.78, 5.80, 0.03)
C (3.33, 4.39, 0.41)
N (3.78, 3.38, 0.52)
H (3.50, 6.37, -0.55)
H (1.74, 5.64, -0.33)
H (2.47, 5.90, 1.09)
C (-2.76, -5.58, -2.48)
C (-3.12, -5.29, -0.99)
O (-4.62, -5.41, -0.81)
H (-3.32, -6.41, -2.81)
H (-1.84, -5.86, -2.81)
H (-3.18, -4.69, -3.11)
H (-2.90, -4.27, -0.68)
H (-2.59, -5.99, -0.42)
H (-4.72, -6.19, -1.05)
C (-0.73, -3.46, -5.31)
C (-1.61, -2.55, -6.14)
O (-2.69, -2.04, -5.39)
H (-1.36, -4.43, -4.99)
H (0.01, -2.97, -4.63)
H (0.07, -3.94, -6.02)
H (-2.14, -2.94, -7.06)
H (-1.04, -1.70, -6.44)
H (-3.52, -2.28, -5.73)
C (3.85, -2.29, -3.43)
C (3.18, -2.83, -4.66)
O (3.49, -4.19, -4.64)
H (5.00, -2.24, -3.58)
H (3.71, -2.71, -2.60)
H (3.81, -1.17, -3.47)
H (3.83, -2.28, -5.55)
H (2.05, -2.67, -4.56)
H (2.88, -4.66, -5.41)
C (-0.31, -0.46, 5.16)
C (1.11, -0.99, 5.21)
O (1.43, -1.31, 3.90)
H (-0.96, -1.26, 5.13)
H (-0.47, 0.31, 4.40)
H (-0.45, 0.27, 6.04)
H (1.43, -1.66, 6.05)
H (1.56, -0.11, 5.67)
H (2.37, -1.63, 3.80)
C (3.22, 4.65, 3.93)
C (3.48, 3.15, 4.08)
O (4.49, 2.96, 5.15)
H (3.84, 5.02, 3.11)
H (3.15, 5.35, 4.88)
H (2.16, 4.71, 3.55)
H (3.99, 2.47, 3.34)
H (2.68, 2.79, 4.53)
H (4.75, 1.94, 5.30)
C (-2.11, 5.87, 0.52)
C (-1.70, 6.45, 1.83)
O (-0.43, 5.99, 2.14)
H (-2.90, 6.51, 0.12)
H (-2.40, 4.75, 0.59)
H (-1.26, 5.98, -0.15)
H (-2.40, 6.31, 2.49)
H (-1.50, 7.65, 1.64)
H (-0.34, 6.06, 3.12)
C (-1.28, -4.67, 1.80)
C (-0.70, -3.75, 2.82)
O (-0.45, -2.41, 2.46)
H (-0.96, -5.82, 2.03)
H (-0.79, -4.48, 0.86)
H (-2.43, -4.28, 1.54)
H (0.29, -4.18, 3.15)
H (-1.40, -3.74, 3.74)
H (0.27, -1.83, 2.96)

## Properties
HOMO energy	-11.6	eV
calculated total energy	-2118.6476	hartree
frontier orbital gap	0.3689	Ha
net charge	+1

Results of the Löwdin charge analysis, in e, for atoms 1 through 8: -0.10 -0.18 -0.14 -0.22 0.01 -0.12 -0.09 -0.12



Below is an isolated molecule of C5H11NO at a distorted geometry, with properties calculated with wB97M-V/def2-TZVPD.

Cartesian coordinates (Å):
C (-1.17, -2.03, 0.52)
C (-0.91, -0.55, 0.23)
C (-1.16, -0.18, -1.19)
C (0.58, -0.09, 0.60)
N (1.77, -0.50, -0.30)
C (0.72, 1.58, 0.68)
O (0.32, 2.20, -0.27)
H (-0.57, -2.87, 0.10)
H (-2.23, -2.25, 0.13)
H (-1.01, -1.95, 1.65)
H (-1.51, 0.25, 0.99)
H (-2.05, 0.40, -1.34)
H (-0.40, 0.43, -1.69)
H (-1.15, -1.05, -1.78)
H (0.51, -0.53, 1.63)
H (1.30, -1.24, -0.84)
H (2.23, 0.24, -0.80)
H (1.56, 2.10, 1.23)

## Properties
HOMO energy	-9.3	eV
calculated total energy	-326.9983	hartree
frontier orbital gap	0.3673	Ha
structure (SMILES)	CC(C)[C@@H](N)C=O
energy above the lowest of the compared OMol25 structures with the same formula, charge and spin	83.5	kcal/mol

Results of the Löwdin charge analysis, in e, for atoms 1 through 8: -0.09 -0.44 -0.12 -0.28 0.05 -0.17 0.02 0.09



Below is the ion C6H7FNO5 with charge -1 at a distorted geometry, with properties calculated with wB97M-V/def2-TZVPD.

Cartesian coordinates (Å):
C (1.85, -0.75, 0.02)
C (1.98, 0.55, -0.46)
C (0.47, -1.29, -0.25)
C (-0.51, -0.52, -0.68)
C (-0.21, 0.95, -0.88)
C (-0.35, 1.57, 0.55)
N (-1.81, -0.82, -1.07)
O (-2.81, -0.10, -0.24)
O (0.40, -2.49, 0.42)
O (1.08, 1.15, -1.35)
O (2.53, -1.53, 0.75)
O (-0.98, 0.65, 1.48)
F (3.17, 1.34, -0.30)
H (-0.40, -0.16, 1.48)
H (-0.89, 1.44, -1.59)
H (-1.06, 2.32, 0.61)
H (0.57, 1.81, 0.95)
H (-2.06, -1.77, -0.78)
H (1.36, -2.45, 0.79)
H (-2.31, 0.10, 0.56)

## Properties
HOMO energy (alpha / beta)	-0.5 / -3.9	eV
calculated total energy	-763.4756	hartree
frontier orbital gap (alpha / beta)	0.1570 / 0.2431	Ha
2S+1	3
net charge	-1

Results of the Löwdin charge analysis, in e, for atoms 1 through 8: -0.34 -0.16 -0.28 -0.29 -0.24 -0.12 0.00 -0.11